# 1
This record from OMol25 describes F4H8N2O12PbS4 as an isolated structure. The level of theory is wB97M-V/def2-TZVPD.

Geometry as XYZ:
```
31
Properties=species:S:1:pos:R:3:lowdin_charge:R:1
Pb -0.13 0.49 -0.09 1.657
N -1.26 0.28 2.08 -0.475
S -1.03 -0.80 3.28 0.473
O -2.02 -1.81 3.38 -0.234
O -0.44 -0.28 4.45 -0.231
F 0.17 -1.54 2.50 -0.217
S -2.62 1.05 2.61 0.501
O -2.38 1.91 3.70 -0.224
O -3.85 0.37 2.43 -0.239
F -2.61 2.05 1.34 -0.234
N 1.06 -1.37 -1.20 -0.431
S 0.96 -1.37 -2.84 0.504
O -0.05 -2.19 -3.39 -0.231
O 2.18 -1.19 -3.53 -0.218
F 0.31 0.12 -2.87 -0.262
S 2.23 -2.42 -0.91 0.472
O 3.51 -1.82 -0.91 -0.245
O 2.02 -3.72 -1.44 -0.221
F 1.95 -2.61 0.65 -0.176
O -1.21 2.65 -1.01 -0.140
H -0.79 3.52 -1.02 0.071
H -1.84 2.67 -1.73 0.075
O 1.73 2.00 -1.38 -0.123
H 1.35 2.43 -2.15 0.051
H 2.59 2.41 -1.25 0.072
O 2.32 0.46 1.03 -0.117
H 2.77 -0.39 1.01 0.035
H 2.75 0.97 1.71 0.077
O -2.24 -0.44 -1.39 -0.115
H -2.42 -0.83 -2.25 0.071
H -3.01 -0.63 -0.84 0.074
```

Calculated values
- total energy (Ha) = -3202.25220
- net charge = 0
- HOMO level (eV) = -10.7
- energy relative to the best compared isomer or geometry (same formula, charge and spin) (kJ/mol) = 0.0
- HOMO-LUMO gap (eV) = 9.70

=====

# 2
This record from OMol25 describes a 2-piece molecular cluster, F5H2OP overall. The level of theory is wB97M-V/def2-TZVPD.

Geometry as XYZ:
```
9
Properties=species:S:1:pos:R:3:lowdin_charge:R:1
O -0.28 0.78 0.67 -0.116
P -0.06 -0.76 0.20 0.436
F -1.60 -0.80 -0.28 -0.128
F 1.49 -0.74 0.70 -0.150
F -0.38 -1.84 1.32 -0.075
F 0.39 -1.45 -1.14 -0.063
H 0.46 1.13 1.19 0.103
F 0.14 1.64 -1.77 -0.147
H -0.17 2.05 -0.89 0.141
```

Calculated values
- total energy (Ha) = -917.28359
- net charge = 0
- SMILES string = OP(F)(F)(F)F.F
- HOMO level (eV) = -13.9
- HOMO-LUMO gap (eV) = 13.89

=====

# 3
This record from OMol25 describes a 12-piece molecular cluster, F6H22O11P overall. The level of theory is wB97M-V/def2-TZVPD.

Geometry as XYZ:
```
40
Properties=species:S:1:pos:R:3:lowdin_charge:R:1
P 0.26 0.63 -0.27 0.167
F 0.41 -0.26 1.13 -0.217
F 1.59 1.40 0.14 -0.166
F 1.18 -0.47 -1.10 -0.189
F 0.02 1.76 -1.46 -0.204
F -1.12 0.00 -0.71 -0.163
F -0.62 1.64 0.67 -0.221
O -3.63 -1.82 3.11 -0.056
H -3.74 -2.48 2.42 0.021
H -3.22 -1.08 2.67 0.031
O -4.52 -4.39 -0.37 -0.054
H -4.59 -4.19 -1.30 0.028
H -3.60 -4.61 -0.24 0.027
O 1.21 -5.18 4.52 -0.058
H 0.96 -4.40 5.01 0.029
H 0.99 -4.96 3.61 0.030
O 2.90 -3.68 -6.59 -0.055
H 3.31 -3.47 -7.43 0.024
H 3.30 -3.07 -5.97 0.031
O -1.72 5.16 4.70 -0.057
H -0.86 4.97 4.34 0.024
H -2.32 4.62 4.19 0.027
O -4.25 -1.34 -4.20 -0.058
H -4.48 -0.53 -4.65 0.027
H -3.70 -1.06 -3.47 0.030
O 4.26 3.57 -3.56 -0.058
H 3.70 3.93 -2.88 0.031
H 3.66 3.27 -4.24 0.026
O 0.14 -5.44 -0.71 -0.056
H 0.41 -4.52 -0.80 0.032
H 0.51 -5.88 -1.48 0.026
O 6.80 3.85 1.39 -0.054
H 6.65 2.95 1.11 0.031
H 6.36 3.92 2.24 0.023
O 2.27 4.70 3.12 -0.051
H 2.34 3.90 2.59 0.032
H 2.91 4.57 3.82 0.023
O -4.90 2.59 0.00 -0.056
H -3.97 2.51 -0.22 0.030
H -4.90 2.90 0.90 0.024
```

Calculated values
- total energy (Ha) = -1781.66717
- net charge = -1
- HOMO level (eV) = -8.8
- energy relative to the best compared isomer or geometry (same formula, charge and spin) (kJ/mol) = 249.6
- HOMO-LUMO gap (eV) = 11.01

=====

# 4
This record from OMol25 describes a 13-piece molecular cluster, F6H24O12P overall. The level of theory is wB97M-V/def2-TZVPD.

Geometry as XYZ:
```
43
Properties=species:S:1:pos:R:3:lowdin_charge:R:1
P -0.82 -5.45 30.47 0.177
F -0.96 -7.07 30.17 -0.158
F 0.54 -5.35 29.56 -0.140
F -1.69 -5.07 29.21 -0.105
F -0.72 -3.84 30.66 -0.160
F -2.16 -5.53 31.32 -0.098
F 0.07 -5.62 31.76 -0.090
O 2.20 -4.26 33.39 -0.049
H 1.59 -4.38 32.66 -0.010
H 1.80 -4.74 34.11 0.031
O -2.26 -9.81 29.16 -0.056
H -2.76 -9.00 29.23 -0.027
H -2.88 -10.50 29.39 0.024
O -3.63 -7.32 28.90 -0.055
H -3.74 -6.70 28.18 -0.016
H -2.75 -7.15 29.23 -0.011
O -4.57 -3.41 28.70 -0.049
H -4.77 -3.34 27.77 0.010
H -3.88 -4.07 28.75 -0.005
O -3.54 -5.51 26.95 -0.032
H -4.40 -5.25 26.61 0.059
H -2.91 -4.99 26.45 0.075
O 1.46 -8.14 29.86 -0.057
H 2.09 -7.45 30.02 -0.014
H 0.61 -7.71 29.91 -0.036
O 3.67 -6.32 29.64 -0.035
H 3.82 -6.29 28.69 0.050
H 3.45 -5.41 29.87 0.029
O -1.53 -8.84 32.61 -0.046
H -2.33 -8.65 33.10 0.027
H -1.36 -8.04 32.12 -0.010
O -0.85 -0.70 30.27 -0.055
H -0.67 -0.53 31.20 0.033
H -1.16 -1.61 30.25 -0.006
O 2.40 -2.76 30.18 -0.045
H 1.76 -3.36 30.58 -0.010
H 2.02 -2.54 29.33 0.037
O -2.82 -2.92 31.63 -0.063
H -3.30 -3.62 32.07 0.025
H -2.06 -3.36 31.25 -0.061
O -0.12 -7.09 27.45 -0.058
H 0.41 -7.84 27.73 0.022
H -0.29 -6.60 28.26 -0.041
```

Calculated values
- total energy (Ha) = -1858.14375
- net charge = -1
- HOMO level (eV) = -7.8
- energy relative to the best compared isomer or geometry (same formula, charge and spin) (kJ/mol) = 177.4
- HOMO-LUMO gap (eV) = 10.06

=====

# 5
This record from OMol25 describes a 14-piece molecular cluster, F6H26O13P overall. The level of theory is wB97M-V/def2-TZVPD.

Geometry as XYZ:
```
46
Properties=species:S:1:pos:R:3:lowdin_charge:R:1
P 0.51 0.62 -0.07 0.216
F -0.91 1.09 -0.77 -0.175
F 0.24 1.91 0.97 -0.175
F -0.23 -0.46 0.89 -0.108
F 1.90 0.28 0.57 -0.104
F 0.76 -0.46 -1.21 -0.134
F 1.29 1.71 -0.97 -0.146
O -0.21 0.69 -4.10 -0.043
H -0.56 1.54 -4.37 0.036
H 0.17 0.85 -3.24 -0.005
O -3.87 1.11 0.01 -0.033
H -3.53 1.98 0.20 0.043
H -4.41 0.89 0.77 0.053
O -1.55 3.66 -1.32 -0.050
H -2.31 3.82 -0.75 0.019
H -1.22 2.81 -1.04 -0.027
O 4.42 1.14 -1.23 -0.051
H 3.53 1.02 -0.90 -0.014
H 4.37 0.84 -2.14 0.026
O 2.39 -3.22 -0.49 -0.046
H 1.80 -2.78 -1.10 -0.001
H 3.24 -2.81 -0.64 0.050
O 1.83 1.87 3.35 -0.049
H 2.04 0.98 3.65 0.033
H 1.47 1.75 2.47 -0.026
O 1.77 -2.10 -3.06 -0.045
H 1.57 -1.25 -2.67 0.001
H 0.93 -2.44 -3.35 0.055
O -2.78 -0.58 1.95 -0.062
H -1.88 -0.68 2.27 -0.014
H -2.72 0.06 1.25 -0.026
O -1.52 -3.20 -0.16 -0.069
H -0.97 -2.89 0.56 -0.033
H -1.72 -2.41 -0.66 -0.024
O 0.51 -3.32 1.65 -0.051
H 0.72 -4.25 1.57 0.073
H 1.11 -2.89 1.05 0.020
O -2.55 -0.96 -1.80 -0.043
H -1.79 -0.38 -1.76 -0.004
H -3.25 -0.47 -1.37 0.014
O -0.42 -1.68 3.67 -0.055
H -1.06 -2.14 4.21 0.038
H -0.17 -2.31 3.00 -0.024
O 0.94 4.49 2.05 -0.054
H 1.18 3.59 1.83 -0.017
H 0.95 4.96 1.21 0.027
```

Calculated values
- total energy (Ha) = -1934.62345
- net charge = -1
- HOMO level (eV) = -7.7
- energy relative to the best compared isomer or geometry (same formula, charge and spin) (kJ/mol) = 55.6
- HOMO-LUMO gap (eV) = 10.16

=====

# 6
This record from OMol25 describes a 37-piece molecular cluster, F6H72O36P overall. The level of theory is wB97M-V/def2-TZVPD.

Geometry as XYZ:
```
115
Properties=species:S:1:pos:R:3:lowdin_charge:R:1
P 11.89 13.66 12.63 0.226
F 13.16 14.02 13.45 -0.096
F 11.46 15.22 12.58 -0.126
F 12.71 13.83 11.26 -0.126
F 10.54 13.28 11.70 -0.184
F 12.28 12.03 12.75 -0.166
F 10.97 13.49 13.93 -0.126
O 14.45 18.65 8.45 -0.082
H 14.24 18.18 9.26 -0.032
H 15.13 18.06 8.04 0.050
O 13.42 11.18 10.00 -0.096
H 13.60 10.33 9.56 0.044
H 12.44 11.21 10.26 0.053
O 10.80 10.50 10.72 -0.067
H 10.41 11.32 11.04 0.029
H 10.69 9.68 11.29 0.052
O 13.02 9.59 7.31 -0.073
H 13.71 9.48 6.66 0.040
H 12.72 10.51 7.16 -0.016
O 11.19 15.61 9.24 -0.053
H 10.84 15.55 10.15 0.050
H 10.46 16.03 8.72 0.059
O 7.30 9.36 13.27 -0.056
H 7.66 9.96 13.92 -0.011
H 7.43 9.72 12.37 0.049
O 11.01 9.55 17.04 -0.103
H 11.26 9.28 16.13 -0.015
H 11.25 8.86 17.71 0.064
O 9.34 16.78 14.34 -0.063
H 9.61 16.15 15.03 -0.005
H 10.09 17.10 13.79 0.033
O 14.25 16.48 14.79 -0.067
H 13.94 15.77 15.43 0.059
H 13.54 16.91 14.28 0.043
O 12.14 20.75 10.42 -0.058
H 12.15 21.17 9.56 0.033
H 12.44 19.84 10.22 0.014
O 12.92 17.43 10.28 -0.109
H 12.37 16.67 9.88 0.054
H 13.69 16.89 10.58 0.012
O 9.61 18.29 11.25 -0.037
H 10.35 18.21 11.85 -0.032
H 9.83 19.15 10.87 0.029
O 6.87 15.48 10.14 -0.093
H 7.54 16.15 9.92 0.039
H 7.22 15.33 11.06 0.026
O 14.10 9.17 12.99 -0.037
H 14.73 9.38 13.69 0.076
H 13.89 10.02 12.62 0.032
O 9.37 14.85 16.17 -0.046
H 8.87 14.02 16.01 0.066
H 10.20 14.48 16.47 0.033
O 7.58 12.87 9.46 -0.077
H 7.51 12.58 10.39 0.013
H 7.46 13.86 9.49 0.029
O 14.91 15.70 10.97 -0.087
H 14.21 15.05 11.24 0.039
H 15.51 15.71 11.80 0.063
O 13.10 7.14 11.28 -0.055
H 13.79 6.56 10.99 0.035
H 13.61 7.82 11.79 0.011
O 14.75 12.22 14.66 -0.062
H 15.63 12.50 14.33 0.024
H 14.21 12.46 13.89 0.003
O 12.42 12.10 6.65 -0.073
H 12.97 12.71 7.18 0.031
H 11.50 12.40 6.88 0.058
O 9.78 13.24 7.95 -0.102
H 10.40 13.74 8.53 0.029
H 9.11 12.86 8.61 0.041
O 11.42 9.03 14.56 -0.032
H 10.76 8.88 13.86 0.039
H 12.31 9.12 14.20 0.033
O 16.46 11.52 10.22 -0.004
H 16.53 12.10 9.50 0.017
H 15.58 11.19 10.17 -0.008
O 8.74 15.83 7.73 -0.045
H 8.96 14.92 7.46 0.023
H 8.46 16.29 6.94 0.043
O 17.21 12.51 12.98 -0.054
H 17.01 12.15 12.12 -0.008
H 17.13 13.48 12.96 0.026
O 12.12 17.94 12.82 -0.063
H 12.23 18.89 12.95 0.068
H 12.45 17.72 11.93 -0.008
O 8.44 11.47 14.93 -0.045
H 9.14 11.46 15.61 0.046
H 8.81 12.05 14.27 0.017
O 11.39 12.29 16.59 -0.066
H 11.18 11.43 17.04 0.038
H 11.58 12.03 15.70 0.013
O 7.36 12.34 12.46 -0.042
H 7.26 13.24 12.72 0.012
H 6.86 11.79 13.11 0.057
O 10.01 8.21 12.19 -0.042
H 10.15 7.68 11.41 0.010
H 9.08 8.12 12.45 0.059
O 13.88 14.12 16.58 -0.072
H 13.09 13.56 16.50 0.004
H 14.50 13.86 15.87 0.019
O 10.57 6.72 9.59 -0.083
H 10.51 7.50 8.98 0.018
H 11.48 6.83 9.91 0.000
O 16.34 15.64 13.59 -0.067
H 16.89 16.43 13.60 0.055
H 15.54 15.90 14.07 -0.034
O 8.43 15.10 12.44 -0.050
H 9.05 14.38 12.36 -0.008
H 8.83 15.61 13.16 -0.002
O 14.31 13.40 8.55 -0.079
H 14.77 14.05 9.09 0.015
H 13.97 12.77 9.26 0.014
O 10.18 9.16 8.08 -0.070
H 10.40 9.72 8.83 0.008
H 10.96 9.25 7.48 0.036
```

Calculated values
- total energy (Ha) = -3692.94000
- net charge = -1
- HOMO level (eV) = -9.0
- energy relative to the best compared isomer or geometry (same formula, charge and spin) (kJ/mol) = 0.0
- HOMO-LUMO gap (eV) = 10.86